Molecular formula: C53H70Br6F4NO15Pb
Method: DFT, wB97M-V/def2-TZVPD

Values from the calculation:
Net charge: -1
Energy: -19281.1403 a.u.
Gap between HOMO and LUMO: 5.8 eV
Highest occupied orbital energy: -5.27 eV
E_LUMO: 0.55 eV

Each line ends with the Löwdin charge.
Element x y z (Å)
Pb  -5.660410  -13.408040  8.576780  1.45
Br  -7.035520  -8.856540  6.556780  0.59
Br  -8.228720  -7.109440  8.773100  0.51
Br  -9.615880  -10.013280  8.342190  0.53
Br  -1.406100  -12.441590  0.815740  0.59
Br  -3.656790  -11.185680  -1.291800  0.63
Br  -4.079390  -14.101240  0.123520  0.62
F  -6.736090  -12.045340  -3.222290  0.02
F  -7.384410  -17.282770  -1.238630  0.09
F  -2.589670  -5.787990  2.648120  0.08
F  2.103000  -12.951990  3.432080  0.05
O  -9.717520  -20.768500  3.754740  0.13
O  -8.548200  -18.975050  4.413130  0.06
O  -3.170170  -12.365560  8.495990  -0.49
O  -12.026310  -13.975670  8.681720  0.09
O  -6.246120  -19.553520  8.485900  0.10
O  -14.293530  -14.304150  8.903860  0.09
O  -13.264440  -14.154220  6.908480  0.10
O  1.415680  -21.618470  4.747280  0.13
O  -0.540880  -20.966360  3.768920  0.06
O  -4.569740  -19.882070  7.168050  0.07
O  -4.574930  -20.959400  9.118970  0.14
O  -0.221920  -20.450740  5.881500  0.06
O  -10.689870  -18.999540  4.832420  0.10
O  -6.474740  -15.112830  6.571540  -0.41
O  -4.111260  -15.123320  9.981910  -0.48
N  -6.050680  -14.087630  5.549330  -0.17
C  -10.417860  -18.007330  6.949350  0.01
C  -6.869620  -11.338980  -2.038070  -0.32
C  -3.320680  -8.261080  5.110730  -0.08
C  -5.036700  -15.459750  3.554130  -0.03
C  -6.546230  -18.858630  7.317840  -0.13
C  -7.912060  -13.878200  3.859640  0.01
C  -4.742970  -18.323830  0.960250  -0.11
C  -4.831800  -19.823630  -0.911780  -0.10
C  -7.118600  -11.997100  -0.844370  -0.06
C  -6.439660  -17.994060  -0.671750  -0.26
C  -5.957630  -19.179870  -1.317340  -0.02
C  -7.125760  -11.325030  0.364220  -0.10
C  -6.949530  -9.952320  -2.087410  -0.04
C  -2.940410  -9.383870  4.398450  -0.10
C  -6.971500  -9.255890  -0.863800  -0.07
C  -2.402510  -8.039070  2.491920  -0.01
C  -4.800210  -14.457390  4.771330  -0.43
C  -4.087180  -16.466040  9.487320  -0.33
C  -2.481360  -9.290150  3.094220  -0.07
C  -5.169040  -12.113280  3.603090  -0.18
C  -8.843150  -17.667460  4.826940  -0.07
C  -8.049700  -12.752240  6.176450  -0.11
C  -11.997130  -14.271010  6.366350  -0.28
C  -11.950000  -13.134530  5.271390  0.02
C  0.312020  -21.110960  4.798430  -0.51
C  -3.155480  -7.003050  4.542250  0.00
C  -4.180530  -13.107510  4.232980  -0.11
C  -5.738480  -17.557760  0.470160  -0.04
C  -2.777930  -11.235750  7.728510  -0.35
C  -5.096550  -20.197700  8.341160  -0.57
C  -11.127800  -13.951550  7.573020  -0.09
C  -7.109040  -13.182100  5.026910  -0.47
C  -3.286820  -12.344230  0.273690  -1.54
C  1.346300  -13.637460  4.305290  -0.31
C  -1.550890  -20.015940  5.659480  -0.29
C  -1.572310  -18.461100  5.902260  0.01
C  -7.881200  -8.996860  8.324030  -1.47
C  -2.756240  -6.955000  3.220290  -0.34
C  -6.401220  -11.895060  4.524440  -0.14
C  -9.649720  -19.666960  4.289790  -0.55
C  -13.257600  -14.185030  8.203310  -0.55
C  -0.082840  -15.058190  6.175670  -0.09
C  -5.287860  -18.852790  6.520980  -0.28
C  1.061450  -15.599650  5.623350  -0.09
C  -4.290500  -19.456410  0.312550  -0.09
C  -0.556400  -13.804270  5.759120  -0.05
C  -7.074490  -9.955460  0.366750  -0.09
C  -5.462150  -19.419420  5.092390  0.01
C  -10.244740  -17.869240  5.446320  -0.35
C  1.770980  -14.873660  4.702160  -0.03
C  -1.757450  -20.382820  4.191480  -0.11
C  0.171380  -13.109530  4.768920  -0.01
C  -3.801490  -14.997580  5.746200  -0.07
H  -2.199130  -10.164040  2.525830  0.06
H  -4.662510  -11.222320  3.231980  0.09
H  -11.120250  -13.470170  4.649320  0.05
H  -7.267890  -19.500260  6.812260  0.12
H  -3.054340  -10.333590  4.899900  0.07
H  -9.639260  -18.651470  7.357970  0.08
H  -4.537840  -19.431180  4.514800  0.07
H  -7.164360  -9.384310  1.278960  0.10
H  -6.834510  -9.401520  -3.009260  0.11
H  -2.220560  -20.625190  6.266490  0.14
H  -11.855270  -15.308580  6.064010  0.14
H  -10.921450  -17.079710  5.119520  0.14
H  2.663140  -15.321250  4.289710  0.12
H  -1.959950  -19.472740  3.626800  0.12
H  -1.986430  -7.918610  1.502600  0.12
H  -3.827030  -12.540960  5.094470  0.10
H  -7.152600  -17.972080  7.503410  0.13
H  -7.777780  -14.959770  3.843030  0.06
H  -8.903370  -17.068630  3.918160  0.13
H  -6.868610  -8.180800  -0.861330  0.10
H  -3.772320  -8.417860  6.079150  0.09
H  -4.768940  -16.668290  8.661250  0.02
H  -4.493750  -20.728710  -1.394440  0.11
H  -7.132930  -11.339320  3.938050  0.11
H  -10.416630  -14.775120  7.636730  0.12
H  -1.347300  -13.249310  6.241710  0.08
H  -4.166950  -17.970950  1.802910  0.10
H  -5.507120  -15.068380  2.652110  0.02
H  -4.112990  -15.889680  6.289540  0.06
H  -1.900950  -11.330750  7.088210  0.04
H  -7.193680  -13.074400  -0.857460  0.11
H  1.407990  -16.560900  5.973050  0.11
H  -8.013970  -17.268160  5.410990  0.12
H  -2.526700  -21.142330  4.051790  0.13
H  -4.083010  -15.873350  3.226240  0.07
H  -7.363940  -11.827670  1.289980  0.09
H  -6.281980  -19.525920  -2.287620  0.11
H  -3.432280  -20.004480  0.672370  0.10
H  -11.586200  -12.166860  5.616880  0.08
H  -2.676490  -10.319070  8.309470  0.05
H  -0.759500  -18.003930  5.337950  0.08
H  -4.458320  -17.201850  10.200710  0.05
H  -6.087930  -18.718720  4.539630  0.06
H  -6.111300  -11.238310  5.344640  0.05
H  -12.817990  -13.192660  4.614630  0.09
H  -2.900580  -15.301900  5.213430  0.07
H  -0.540900  -15.508260  7.044010  0.11
H  -3.872050  -11.857330  1.053770  -0.06
H  -3.372950  -6.094630  5.084360  0.12
H  -11.369650  -18.482850  7.186180  0.10
H  -3.446140  -14.263310  6.469160  0.06
H  -10.646660  -12.974810  7.522230  0.10
H  -2.532840  -17.956600  5.797590  0.06
H  -5.631220  -16.344590  3.781530  0.06
H  -0.177520  -12.222220  4.261630  0.11
H  -5.589980  -12.555080  2.699920  0.06
H  -6.062810  -20.319180  4.959250  0.10
H  -4.717430  -17.929690  6.623870  0.13
H  -10.326840  -17.001280  7.358840  0.07
H  -3.110010  -16.821000  9.159840  0.05
H  -8.942020  -13.534660  3.955830  0.05
H  -7.510500  -12.263670  6.988030  -0.03
H  -7.214440  -9.404880  9.083670  -0.01
H  -3.414510  -13.298070  3.481310  0.10
H  -3.463170  -10.848960  6.974240  0.01
H  -8.559830  -13.596830  6.639640  0.06
H  -1.374240  -18.279810  6.958670  0.08
H  -8.808750  -12.083490  5.770570  0.07
H  -7.572690  -13.506390  2.892850  0.05
H  -5.971800  -16.621310  0.954960  0.09

Cartesian forces, eV/Å:
3.4 -2.0 -0.1
-0.3 -0.8 0.8
-0.1 -0.7 0.4
1.4 0.6 -0.1
-0.9 0.1 -0.4
0.6 -0.7 0.7
0.3 0.2 -0.2
-0.1 0.6 1.4
-1.0 0.6 -0.2
0.0 2.0 -0.7
0.0 0.3 -0.4
-0.1 2.5 1.3
1.6 -0.4 -0.1
-1.3 0.6 -1.3
0.2 -0.4 0.1
-0.3 0.1 2.0
3.8 0.4 -2.2
-2.3 -0.7 -0.9
-2.4 0.8 0.2
0.6 -0.5 -0.5
1.6 -0.5 0.1
-0.9 0.8 -0.6
1.4 -1.1 0.1
-0.5 -2.5 -1.5
0.5 2.0 -1.1
-1.4 -0.1 -1.8
0.8 -0.1 2.0
0.9 0.0 -0.3
-1.2 0.2 -0.6
0.1 0.2 -0.3
0.2 0.0 0.5
-2.5 -0.4 -0.9
0.3 1.1 0.5
1.9 -0.9 0.6
0.0 -0.6 2.1
0.9 -1.1 -0.5
2.9 -2.1 0.3
-1.0 1.8 -1.1
-1.0 0.1 -0.1
1.0 0.3 0.9
-0.3 -0.5 0.0
-0.1 -1.1 0.3
0.4 -1.5 -0.3
-1.8 1.1 -0.8
-0.7 1.0 0.4
-0.1 0.2 0.0
-1.3 -1.7 0.0
-0.3 0.8 0.1
0.0 -0.7 -0.5
0.3 2.7 -0.8
1.7 -2.6 -0.4
1.3 0.7 0.5
-0.6 -0.4 0.1
-1.2 0.4 0.0
-2.4 0.8 -1.4
-1.0 -0.4 0.5
1.2 -1.1 1.2
0.7 -0.5 -0.1
1.2 -1.2 -0.1
-0.4 0.5 0.0
-0.2 -0.3 0.1
-0.2 1.2 -0.4
0.0 -1.3 1.1
-0.9 1.0 -0.6
0.2 -0.2 1.2
0.5 0.4 -0.8
-1.1 -3.5 -1.5
-4.2 0.1 4.1
-0.7 1.2 0.6
0.3 -1.0 -1.5
-0.5 0.0 0.4
0.7 -0.2 -0.4
1.4 0.3 -0.6
0.2 1.5 -1.2
-0.6 2.2 -0.6
-0.1 2.4 1.1
1.1 -0.9 -0.4
-0.5 0.1 0.0
-0.7 -0.2 0.0
0.9 -1.0 0.2
0.1 -0.1 0.1
-0.1 0.3 0.6
0.2 0.1 -0.5
-0.1 -0.2 -0.5
0.1 -0.2 -0.2
0.1 0.1 0.2
0.2 -0.3 0.3
0.2 0.0 0.1
0.0 -0.1 -0.1
0.0 0.5 0.4
0.1 0.2 -0.6
0.1 0.3 -0.1
0.2 0.2 -0.1
0.0 -0.2 -0.4
-0.2 0.1 -0.1
0.7 -0.4 0.2
1.0 0.5 0.3
-0.3 0.1 0.4
-0.2 0.2 0.0
-0.2 0.1 0.0
0.2 0.3 0.3
-0.2 0.3 -0.7
0.1 0.1 -0.3
-0.3 0.2 0.0
0.4 0.4 0.6
-0.4 -0.5 0.1
-0.2 0.0 0.3
0.0 0.7 0.2
-0.4 0.2 0.0
0.8 -0.5 0.3
0.0 -0.1 -0.1
0.1 -0.1 -0.1
-0.3 0.0 0.4
-0.2 0.3 -0.1
0.3 0.2 0.0
0.3 -0.3 0.0
-0.9 0.4 0.0
0.1 0.0 0.3
-0.9 0.0 0.4
0.5 0.1 0.7
-0.3 0.1 -0.2
0.1 -0.1 0.7
0.0 0.4 -0.1
0.0 -0.3 0.3
-0.1 0.5 0.4
0.1 0.1 -0.3
-0.2 -0.3 -0.1
0.5 -0.1 0.0
-0.1 0.1 -0.1
-0.1 0.3 -0.1
-0.4 0.2 0.2
0.1 -0.2 0.1
-0.1 -0.3 -0.7
-0.2 0.0 0.7
-0.2 0.4 0.5
0.1 -0.3 -0.4
0.5 -0.4 0.8
-0.1 0.1 -0.4
-0.1 -0.2 0.4
0.5 0.2 0.0
-0.3 -0.5 -0.2
0.0 0.3 -0.2
-0.2 -0.1 -0.4
0.4 -0.2 0.3
-1.2 -0.4 -0.4
0.1 -0.2 -0.2
0.3 -0.1 0.1
0.0 0.3 0.1
0.1 0.0 -0.1
-0.3 0.1 0.0